[1]
C38H89F12N9NiO18S4 | ωB97M-V/def2-TZVPD

The geometry in ORCA input format:
```
! wB97M-V def2-TZVPD RIJCOSX def2/J DEFGRID3
* xyz 0 3
Ni -4.07585 -26.73147 12.70248
C -5.60909 -23.63388 15.37348
F -5.39776 -24.53524 16.30802
F -6.56451 -22.82341 15.71886
F -4.45210 -22.97051 15.26050
S -6.03717 -24.56460 13.75576
O -6.52568 -25.82076 14.28645
O -6.99143 -23.82808 12.98181
N -4.48153 -24.81692 12.97942
S -4.32447 -23.38640 12.20082
O -4.46103 -23.58012 10.76243
O -4.91042 -22.19182 12.72745
C -2.43575 -23.04524 12.32531
F -2.06672 -23.06977 13.61617
F -1.72913 -23.89953 11.59811
F -2.22396 -21.80805 11.90686
C -2.45012 -30.34005 13.34020
F -1.83762 -30.23475 12.16090
F -2.35716 -31.59181 13.75258
F -1.81582 -29.54089 14.18853
S -4.30926 -29.94877 13.24907
O -4.64324 -29.84691 11.83069
O -4.95082 -31.02775 13.96056
N -4.43798 -28.28378 13.84208
S -4.78634 -28.37366 15.38901
O -4.13845 -29.43423 16.11340
O -4.54192 -27.05001 15.91598
C -6.70392 -28.78833 15.56090
F -7.23245 -29.01766 14.37268
F -6.77751 -29.91910 16.23302
F -7.27673 -27.84300 16.26166
C -1.75415 -22.95254 7.67074
C -0.61812 -23.99581 7.81382
C 0.54912 -23.62155 8.71557
O 1.59019 -24.57015 8.74276
C 2.28116 -24.73331 7.49440
N -1.21542 -25.21935 8.37612
H -2.61163 -23.41804 7.19222
H -1.40424 -22.05556 7.15813
H -2.02222 -22.59136 8.66742
H -0.26427 -24.17515 6.79234
H 0.18390 -23.39003 9.71748
H 1.05195 -22.71016 8.35296
H 1.59004 -25.04512 6.71181
H 2.98225 -25.55114 7.63292
H 2.77980 -23.79523 7.25081
H -1.84277 -25.58712 7.66471
H -0.40392 -25.84124 8.37145
C -0.90939 -24.76733 22.10163
C -1.69484 -23.46312 22.02850
C -3.06486 -23.63497 21.34359
O -2.89493 -24.45118 20.20447
C -3.66013 -24.04524 19.09990
N -1.97575 -22.98645 23.39112
H -1.58298 -25.62619 22.07547
H -0.33940 -24.87731 23.02600
H -0.21064 -24.91970 21.27898
H -1.14809 -22.68828 21.47757
H -3.46626 -22.65090 21.08504
H -3.68585 -24.18843 22.05616
H -3.44211 -23.05008 18.69450
H -4.70281 -23.91925 19.42543
H -3.76890 -24.77632 18.30142
H -2.50790 -22.12670 23.28537
H -1.10319 -22.74244 23.84568
C -3.70845 -19.64347 19.18130
C -4.10200 -19.75506 17.71604
C -5.47423 -19.13252 17.45640
O -5.96818 -19.69803 16.26485
C -7.29533 -19.36275 15.95830
N -3.18158 -19.04995 16.81238
H -3.83146 -18.58164 19.42758
H -2.71868 -19.94418 19.52037
H -4.37744 -20.12185 19.90321
H -4.12074 -20.81714 17.44313
H -5.34666 -18.04840 17.31602
H -6.18724 -19.13354 18.29185
H -7.95275 -20.22540 16.13101
H -7.35153 -19.06895 14.90966
H -7.72445 -18.59803 16.61392
H -3.49881 -19.03120 15.84583
H -2.35407 -19.62641 16.65968
C -8.19025 -26.89715 19.34214
C -8.64000 -25.48241 19.02634
C -7.52990 -24.46728 19.32050
O -8.05047 -23.22279 18.89228
C -7.15659 -22.14245 19.11050
N -9.08952 -25.49340 17.62138
H -7.32689 -27.21412 18.75313
H -8.91202 -27.70935 19.33358
H -7.78926 -26.80564 20.36123
H -9.46373 -25.14510 19.66161
H -6.55946 -24.76092 18.90666
H -7.38082 -24.52207 20.40846
H -7.04658 -21.99700 20.19055
H -7.65621 -21.28256 18.66653
H -6.16760 -22.28347 18.66680
H -9.04768 -24.50384 17.36927
H -8.30181 -25.89852 17.11839
C -4.66022 -19.86994 10.11063
O -4.26217 -18.71172 9.42866
C -2.86094 -18.58782 9.19666
C -2.58487 -17.91271 7.84171
N -2.47358 -16.45151 7.83488
C -1.43514 -15.82155 8.63575
C -0.01791 -15.94955 8.05897
O 0.94759 -15.29789 8.85962
C 1.24083 -16.05870 10.02460
H -4.53051 -19.68973 11.18615
H -4.13501 -20.80636 9.89085
H -5.70906 -20.11771 9.94010
H -2.29517 -19.51914 9.05872
H -2.46600 -18.14191 10.11266
H -3.39120 -18.31916 7.22861
H -1.63635 -18.22840 7.40289
H -3.37204 -16.00048 7.86031
H -1.57986 -16.05261 9.69736
H -1.74034 -14.77316 8.57184
H -0.06745 -15.49099 7.07104
H 0.23074 -16.99735 7.85535
H 1.98872 -16.84789 9.90196
H 0.30615 -16.36886 10.48315
H 1.81247 -15.40024 10.68574
C 0.88593 -20.33727 10.99818
O -0.26222 -20.02772 11.73779
C -0.03218 -19.13044 12.82237
C 0.45327 -19.84230 14.08648
N -0.57573 -20.55349 14.85040
C 0.03438 -21.48748 15.82515
C -1.02852 -22.28343 16.58527
O -0.56339 -22.69895 17.84752
C -0.17330 -21.72188 18.79617
H 1.03744 -19.55137 10.25425
H 0.61318 -21.17601 10.33665
H 1.71371 -20.81469 11.52936
H -0.94681 -18.54757 12.93822
H 0.68603 -18.33638 12.59313
H 0.91910 -19.20724 14.84861
H 1.27653 -20.50173 13.76683
H -0.95123 -21.16332 14.12238
H 0.61673 -20.84060 16.48325
H 0.80098 -22.07918 15.30687
H -1.47104 -23.06979 15.97718
H -1.84924 -21.57752 16.77739
H 0.48198 -20.94855 18.39789
H 0.23091 -22.26604 19.64270
H -1.08201 -21.19560 19.10803
C -7.05603 -27.04829 11.38857
O -5.63691 -27.23378 11.36735
C -5.11694 -26.94248 10.11434
C -3.64525 -27.43702 9.92797
N -2.94338 -26.59169 10.93329
C -1.68279 -27.19001 11.29080
C -1.16591 -26.72538 12.67248
O -2.20041 -26.58360 13.65541
C -1.72477 -26.23749 14.94128
H -7.42924 -26.21690 10.78302
H -7.37644 -26.82420 12.40080
H -7.57603 -27.90963 10.96744
H -5.12858 -25.91123 9.74108
H -5.68818 -27.42705 9.30929
H -3.22346 -27.29493 8.93229
H -3.52509 -28.49229 10.17307
H -2.68952 -25.82628 10.30620
H -0.96823 -26.98825 10.48497
H -1.57200 -28.27445 11.36207
H -0.68097 -25.74984 12.55786
H -0.29598 -27.32416 12.95494
H -1.00437 -25.41231 14.87666
H -1.16746 -27.04529 15.41909
H -2.50556 -25.86956 15.59842
*
```

Calculated values
orbital gap (alpha / beta): 8.49 / 7.20 eV
energy: -7647.46352 Eh


[2]
C38H97CrN8O14 | ωB97M-V/def2-TZVPD

The geometry in ORCA input format:
```
! wB97M-V def2-TZVPD RIJCOSX def2/J DEFGRID3
* xyz 0 4
Cr -18.69230 -7.40789 14.19457
C -21.14222 -8.96287 11.23167
C -20.26906 -8.42520 12.33857
O -20.42154 -7.28131 12.84446
O -19.33011 -8.99568 12.91084
H -22.10238 -9.06645 11.73712
H -20.79516 -9.88349 10.76252
H -21.28750 -8.17952 10.48779
C -15.27162 -8.75511 16.20174
C -16.47348 -8.26059 15.43313
O -16.93334 -7.15815 15.56214
O -17.16774 -8.88886 14.60586
H -14.71868 -8.01124 16.77534
H -14.54115 -9.32163 15.62418
H -15.69331 -9.42340 16.95252
C -21.15772 -6.54483 17.39411
C -20.24276 -6.79892 16.20624
O -19.97446 -7.93567 15.83673
O -19.78934 -5.96266 15.44329
H -22.19778 -6.50164 17.07084
H -21.04622 -5.56568 17.85988
H -21.06512 -7.32558 18.14907
C -19.80229 -12.19542 11.62330
C -19.01996 -13.21069 12.44686
C -17.84983 -12.64415 13.21146
O -17.19150 -13.71414 13.97508
C -16.05582 -13.20787 14.68404
N -19.93256 -13.75784 13.38590
H -20.31473 -11.46946 12.25456
H -20.51203 -12.75015 11.00959
H -19.10006 -11.62838 11.01220
H -18.68859 -13.99047 11.76112
H -18.13256 -11.86926 13.92400
H -17.25694 -12.14338 12.44608
H -15.27718 -12.99660 13.95111
H -15.58757 -13.92100 15.36248
H -16.25821 -12.28815 15.23290
H -19.35997 -14.31859 14.00056
H -20.29284 -13.02496 13.98019
C -22.54382 -3.49178 14.80708
C -24.04965 -3.31063 14.67646
C -24.89334 -3.72382 15.93056
O -26.28501 -3.70770 15.78642
C -26.95521 -4.21853 16.94654
N -24.39215 -1.91704 14.36059
H -22.38339 -4.56756 14.87827
H -22.23815 -3.09480 15.77511
H -21.95671 -3.19684 13.93736
H -24.34980 -3.95758 13.85216
H -24.59331 -3.13507 16.79743
H -24.67748 -4.78471 16.05712
H -26.63268 -5.24118 17.14212
H -28.03465 -4.18438 16.79906
H -26.88911 -3.58856 17.83360
H -24.12239 -1.32308 15.13165
H -25.40096 -1.89254 14.40317
C -17.66429 -4.04882 13.53122
C -18.24070 -5.03389 12.44956
C -17.96961 -4.53803 10.99699
O -18.53459 -5.38528 10.05899
C -18.59144 -4.89779 8.74228
N -17.76061 -6.41958 12.62498
H -17.85608 -3.00096 13.30032
H -16.63199 -4.21031 13.84166
H -18.26321 -4.13068 14.43824
H -19.31428 -4.96919 12.62659
H -16.90864 -4.34140 10.84277
H -18.48917 -3.58986 10.85866
H -19.31123 -5.47436 8.16127
H -17.63681 -4.97520 8.22190
H -18.91197 -3.85720 8.69208
H -16.77452 -6.37363 12.41139
H -17.96750 -6.78161 11.70507
C -27.25973 -9.37206 16.66798
C -26.76853 -8.19486 15.78907
C -25.26431 -8.12462 15.57765
O -24.98828 -6.96902 14.68956
C -23.65767 -6.89215 14.20202
N -27.46342 -8.19050 14.57276
H -27.01225 -10.32172 16.19364
H -28.28085 -9.30698 17.04374
H -26.81164 -9.41421 17.66072
H -26.98377 -7.22567 16.23901
H -24.77911 -9.05962 15.29753
H -24.80596 -7.91257 16.54360
H -22.87651 -6.78768 14.95500
H -23.64971 -6.05889 13.49936
H -23.41796 -7.74519 13.56722
H -26.89466 -7.70490 13.89394
H -27.41679 -9.13212 14.21044
C -16.02629 -8.59837 10.87448
C -15.03948 -8.00581 11.85723
C -13.56882 -8.48876 11.69696
O -13.44934 -9.91135 11.88660
C -13.69431 -10.46105 13.14405
N -15.13996 -6.55547 11.84130
H -17.04134 -8.20864 10.95120
H -16.04999 -9.68707 10.92227
H -15.68749 -8.17955 9.92691
H -15.28881 -8.27009 12.88489
H -12.89415 -7.85719 12.27492
H -13.27597 -8.34051 10.65756
H -13.24906 -11.45530 13.10770
H -14.75051 -10.48547 13.41231
H -13.26590 -9.85112 13.93938
H -14.91428 -6.12120 10.95780
H -14.40861 -6.10780 12.37497
C -24.25135 -14.31626 13.59739
C -24.38193 -14.22444 15.18295
C -24.66489 -12.76445 15.72470
O -23.89174 -11.87952 15.00349
C -22.45071 -11.94835 15.16928
N -25.41690 -15.13265 15.70365
H -25.03095 -13.86034 12.98710
H -24.21030 -15.34626 13.24312
H -23.33767 -13.85909 13.21756
H -23.44720 -14.58728 15.61040
H -24.43306 -12.60343 16.77752
H -25.72439 -12.55880 15.57220
H -22.01523 -12.88479 14.82066
H -22.21251 -11.99504 16.23191
H -21.84739 -11.12483 14.78729
H -25.48558 -14.79453 16.65289
H -25.04015 -16.06969 15.69296
C -17.95149 -4.87829 18.16355
C -17.15006 -5.69821 19.15835
C -17.65519 -7.16208 19.21961
O -18.89012 -7.16426 19.96112
C -19.37191 -8.40591 20.26948
N -15.74776 -5.65670 18.76938
H -18.92956 -4.76147 18.63026
H -18.03833 -5.42481 17.22447
H -17.57479 -3.85655 18.11614
H -17.30579 -5.25572 20.14225
H -16.95717 -7.84477 19.70418
H -17.76818 -7.63706 18.24507
H -19.55943 -9.06415 19.42115
H -20.19734 -8.49309 20.97601
H -18.63778 -8.94825 20.86531
H -15.16755 -6.12650 19.44963
H -15.57863 -6.23254 17.95704
C -13.87016 -5.51953 15.05666
C -12.43229 -5.31626 15.44902
C -11.43572 -5.95148 14.45076
O -11.58389 -7.30752 14.21322
C -11.22857 -8.15002 15.30585
N -12.19129 -3.91231 15.65358
H -14.52028 -5.30111 15.90385
H -14.11063 -6.54329 14.76999
H -14.18576 -4.82530 14.27785
H -12.29726 -5.73976 16.44427
H -10.41994 -5.65648 14.71396
H -11.59114 -5.49871 13.47150
H -10.17481 -8.08307 15.57640
H -11.43077 -9.18858 15.04392
H -11.88101 -7.93064 16.15101
H -11.30916 -3.54199 15.97734
H -12.85411 -3.59135 16.34477
*
```

Calculated values
orbital gap (alpha / beta): 8.15 / 9.29 eV
energy: -4041.78312 Eh